Here is C28H51InN5O6P2S2Sb2 as an isolated structure from the OMol25 dataset. Energies are from wB97M-V/def2-TZVPD.

The HOMO-LUMO gap is 5.95 eV. For the energy above the lowest of the compared OMol25 structures with the same formula, charge and spin, the calculation gives 61.8 kcal per mole. The molecular weight is 1038.17 g/mol. Its charge is +1.

The geometry in XYZ format:
```
97
Properties=species:S:1:pos:R:3:forces:R:3:mulliken_charge:R:1
In -0.021506 0.630481 -0.101008 0.34 -0.54 0.24 0.97
C 2.352516 -3.339139 2.261980 0.09 -0.05 0.02 -1.33
Sb 0.523763 -2.618066 1.418560 -0.13 0.28 -0.06 0.39
C -0.522607 -2.609127 3.294675 0.04 0.00 0.06 -1.61
C -0.241625 -4.549799 0.836471 -0.05 -0.10 0.01 -1.66
C -1.720894 -4.432671 0.713404 0.10 -0.16 0.17 0.32
C -2.533228 -4.853350 1.771681 0.04 -0.03 -0.01 -0.62
C -3.908639 -4.740477 1.731684 -0.04 -0.03 0.03 -0.77
C -4.529306 -4.210922 0.606313 0.08 0.01 -0.04 -0.92
C -3.743042 -3.802045 -0.451483 -0.08 0.08 0.05 -0.27
C -2.346977 -3.884600 -0.409596 -0.01 0.13 -0.38 1.12
C -1.609140 -3.446955 -1.627767 0.23 0.12 0.22 -1.69
Sb -1.776273 -1.345219 -2.163899 -0.18 1.07 0.55 0.98
C -2.624329 -1.781486 -4.036825 -0.02 0.11 -0.27 -1.53
C -3.398930 -0.341779 -1.268595 -0.08 -0.10 0.08 -1.39
H 2.871293 -3.960344 1.532746 0.02 -0.02 0.00 0.39
H 2.140714 -3.926099 3.154660 0.04 -0.04 0.00 0.52
H 3.001952 -2.504179 2.519174 0.00 0.04 0.03 0.21
H -0.578110 -3.616360 3.703138 -0.01 -0.03 0.06 0.53
H -1.528155 -2.211376 3.174742 -0.05 0.01 -0.02 0.36
H 0.023434 -1.975291 3.993195 0.01 0.01 0.04 0.44
H 0.045058 -5.257515 1.611756 -0.05 -0.11 -0.03 0.61
H 0.253311 -4.819150 -0.094569 -0.03 -0.11 -0.02 0.70
H -2.061624 -5.302621 2.636068 0.01 0.00 0.03 0.45
H -4.501390 -5.090888 2.565704 -0.01 0.00 0.02 0.43
H -5.606412 -4.141123 0.550284 -0.02 0.00 -0.01 0.45
H -4.215027 -3.416333 -1.349346 -0.04 0.00 -0.02 0.43
H -2.135902 -3.728868 -2.534274 0.10 -0.45 -0.05 0.89
H -0.555360 -3.691001 -1.707432 -0.02 -0.20 0.09 0.42
H -3.465877 -2.467888 -3.936558 0.01 -0.01 0.00 0.49
H -1.854259 -2.211359 -4.678503 -0.05 -0.01 0.01 0.38
H -2.959358 -0.839979 -4.471369 0.00 -0.07 -0.03 0.44
H -4.332808 -0.670227 -1.720705 -0.03 0.02 -0.01 0.67
H -3.210997 0.708304 -1.493354 -0.05 0.03 -0.02 0.40
H -3.410998 -0.508242 -0.195150 0.02 -0.01 0.02 0.32
O -0.958885 2.655312 -1.655481 0.06 0.14 -0.10 -0.63
S 0.339463 3.058610 -2.213811 -0.13 -0.55 -0.10 1.25
O 0.605815 4.469377 -2.167563 0.06 0.03 0.07 -0.77
O 1.374404 2.185449 -1.599013 -0.09 0.20 0.03 -0.78
C 0.520625 2.601056 -3.952375 0.17 -0.12 0.01 -0.53
C 0.522759 3.616003 -4.883465 0.00 0.02 -0.23 -0.62
C 0.840032 3.344473 -6.217421 -0.07 0.20 0.14 -0.66
C 1.178920 2.070524 -6.613104 0.05 -0.26 0.03 -0.67
C 1.181870 1.028538 -5.682663 -0.03 0.12 -0.24 -0.80
C 0.850233 1.298035 -4.378041 -0.23 0.33 0.29 0.55
S 0.719033 -0.059284 -3.223714 -0.45 -0.28 -0.05 0.96
O 2.505935 -0.557671 0.086605 0.14 0.07 -0.02 0.15
O 0.805161 -1.353283 -3.941855 0.21 0.28 -0.13 -0.73
O -0.871819 0.223048 -3.083951 0.45 -0.37 -0.07 -0.55
H 0.300672 4.623211 -4.562775 0.01 0.04 0.01 0.56
H 0.836636 4.149248 -6.939819 -0.01 0.03 0.01 0.41
H 1.439336 1.872987 -7.643808 0.01 -0.02 -0.01 0.43
H 1.412861 0.011794 -5.971817 0.01 -0.03 0.00 0.56
C 5.001679 -1.682382 -0.019712 0.05 -0.18 0.09 -1.34
P 3.896860 -0.337478 -0.442324 -0.26 0.06 0.05 1.21
C 4.003733 -0.176039 -2.221964 -0.03 -0.01 -0.14 -1.16
C 4.681730 1.139676 0.233907 0.07 0.11 0.07 -1.19
C 3.839518 2.415532 0.098275 0.25 -0.06 0.06 -0.94
P 2.295004 2.380894 1.085899 -0.51 0.30 -0.27 1.24
C 2.970743 2.326433 2.795761 0.12 -0.03 0.03 -1.58
C 1.817351 4.144894 1.028920 0.08 0.09 -0.01 -1.35
H 6.017621 -1.492409 -0.362107 0.04 0.02 -0.02 0.44
H 4.636492 -2.600236 -0.480921 0.00 -0.01 0.00 0.37
H 5.006680 -1.816204 1.062038 0.01 -0.02 0.01 0.35
H 5.046661 -0.168098 -2.539346 0.03 0.03 0.01 0.54
H 3.520230 0.748209 -2.538535 -0.05 0.01 -0.01 0.08
H 3.499893 -1.023087 -2.688467 -0.04 0.00 -0.02 0.34
H 5.647519 1.261408 -0.265029 -0.01 0.01 -0.02 0.53
H 4.908411 0.923795 1.283064 -0.02 0.03 0.00 0.36
H 3.547168 2.588422 -0.936754 0.00 0.01 0.01 0.12
H 4.431442 3.277207 0.422402 0.01 -0.03 -0.01 0.70
H 3.814380 3.011161 2.907666 0.01 0.00 0.02 0.48
H 3.302835 1.323600 3.075299 0.03 -0.01 -0.02 0.30
H 2.190396 2.631679 3.492949 -0.02 0.01 0.01 0.46
H 2.643884 4.792316 1.333596 -0.02 0.00 0.00 0.43
H 0.978337 4.311857 1.707016 -0.01 -0.02 0.01 0.29
H 1.499176 4.423544 0.022909 0.04 -0.04 0.06 0.33
C -3.760361 2.876890 4.003420 -0.03 0.06 0.03 -1.12
N -3.459834 2.374977 2.673374 0.15 -0.12 -0.08 0.30
C -4.415728 2.599970 1.601482 -0.05 0.06 -0.03 -1.08
C -2.308317 1.711297 2.374771 -0.02 -0.09 0.21 0.12
N -1.941350 1.379429 1.184439 -0.14 0.38 -0.30 -0.16
N -1.544317 1.360096 3.480867 -0.02 0.14 -0.01 -0.07
C -0.227315 0.917476 3.475562 -0.33 -0.02 0.01 -0.16
N 0.355579 0.989559 4.707350 0.10 -0.04 0.02 -0.34
N 0.334961 0.497317 2.411433 0.14 -0.13 -0.02 0.32
H -4.568519 3.599493 3.926852 0.02 -0.04 0.01 0.33
H -2.908155 3.408241 4.429447 0.02 0.01 0.02 0.41
H -4.084838 2.087160 4.688185 0.01 -0.01 0.01 0.31
H -5.335469 2.987239 2.030816 0.01 -0.03 -0.03 0.36
H -4.646713 1.664929 1.087911 -0.02 0.00 0.00 0.35
H -4.048061 3.324783 0.870357 0.01 0.01 0.00 0.36
H -2.565772 1.783822 0.495869 0.04 0.03 -0.04 -0.16
H -1.942096 1.555063 4.382542 0.00 -0.03 -0.06 0.21
H -0.134138 1.318603 5.518812 0.01 0.00 0.00 0.15
H 1.262869 0.581706 4.846140 -0.05 -0.01 0.02 0.25
H 1.317514 0.295522 2.564097 0.03 -0.12 -0.03 -0.08
```
Forces are in eV/Å.